177
Properties=species:S:1:pos:R:3 method="wB97M-V/def2-TZVPD" homo_ha=-0.3046 total_charge=0 orbital_gap_ev=8.42 e_above_lowest_kj_mol=663.6
C -1.9580 1.5775 3.0547
C -1.7634 1.2086 1.5871
C -1.2496 2.4727 0.8705
C -0.7779 2.2307 -0.5448
C 0.4113 1.2544 -0.5136
C 0.1110 -0.0164 0.2627
N -0.6570 0.2497 1.5136
O -0.8589 -0.9227 2.2806
C -0.6707 -1.0398 -0.5755
C 1.4378 -0.6964 0.6573
C -3.0788 0.7550 0.9161
H -1.0221 1.8755 3.5154
H -2.3313 0.6581 3.5274
H -2.7637 2.2743 3.2781
H -2.0728 3.1943 0.8721
H -0.4404 2.8665 1.4907
H -0.4252 3.1317 -1.0420
H -1.4895 1.7592 -1.2316
H 1.2525 1.8304 -0.1195
H 0.6226 0.9550 -1.5432
H -0.8019 -1.9502 0.0143
H -1.6765 -0.7208 -0.8559
H -0.1066 -1.2570 -1.4833
H 1.9098 -1.0045 -0.2726
H 2.0664 -0.0006 1.2085
H 1.1921 -1.5168 1.3262
H -3.9422 1.2636 1.3576
H -3.1702 -0.3291 0.9636
H -3.1488 1.1384 -0.1051
H -1.5930 -1.3951 1.8508
C -3.3916 -3.4706 -2.1102
C -2.8374 -3.4869 -3.5281
C -3.3654 -4.7655 -4.2150
C -3.4241 -4.6597 -5.7402
C -4.0800 -3.3447 -6.1321
C -3.2624 -2.1599 -5.6514
N -3.1778 -2.2576 -4.2165
O -2.7702 -1.0931 -3.5466
C -1.9534 -1.9249 -6.4050
C -4.1523 -0.9344 -5.9960
C -1.2940 -3.6896 -3.4347
H -4.4801 -3.3631 -2.0770
H -2.8893 -2.8266 -1.3905
H -3.2846 -4.4921 -1.7198
H -2.6552 -5.5814 -4.0525
H -4.2952 -5.1179 -3.7619
H -3.9296 -5.5092 -6.2052
H -2.4108 -4.6995 -6.1545
H -5.0891 -3.3340 -5.7077
H -4.2374 -3.3591 -7.2149
H -1.2381 -1.4268 -5.7437
H -1.4023 -2.7896 -6.7911
H -2.0817 -1.2939 -7.2860
H -3.5488 -0.0307 -6.0649
H -4.7021 -1.1163 -6.9216
H -4.9771 -0.7980 -5.2879
H -1.0741 -4.4943 -2.7376
H -0.8650 -2.7204 -3.1696
H -0.8893 -3.9352 -4.4193
H -3.6190 -0.6977 -3.3147
C 5.3645 -2.7704 2.7678
C 6.7513 -2.1799 2.3893
C 6.5660 -1.3656 1.1043
C 6.0323 0.0456 1.3710
C 6.9025 0.7598 2.3970
C 7.0195 0.0160 3.7317
N 7.3239 -1.3778 3.4587
O 7.4138 -2.1096 4.6681
C 8.1979 0.6792 4.4456
C 5.7749 0.2490 4.6055
C 7.6959 -3.3384 2.0668
H 4.7128 -1.9568 3.0882
H 5.5089 -3.5089 3.5606
H 4.8947 -3.3203 1.9534
H 7.5408 -1.3196 0.6059
H 5.8411 -1.7682 0.3922
H 5.0026 -0.0640 1.7058
H 6.0765 0.6185 0.4415
H 6.2738 1.6373 2.5973
H 7.8593 1.1151 2.0215
H 8.3658 0.3814 5.4794
H 9.0807 0.4916 3.8320
H 8.0551 1.7638 4.4759
H 5.4605 1.2878 4.5309
H 4.9324 -0.3942 4.3532
H 6.0269 0.0658 5.6538
H 7.5441 -3.8806 1.1338
H 7.5385 -4.1186 2.8229
H 8.7321 -3.0225 2.1907
H 6.5311 -2.0605 5.0726
C -5.2365 3.1497 -3.7115
C -4.6971 1.9075 -3.0526
O -5.7352 1.4758 -2.1282
H -5.5966 3.8739 -2.9800
H -5.9758 3.0169 -4.4987
H -4.4239 3.6678 -4.2367
H -3.8153 1.9844 -2.4141
H -4.5865 1.1851 -3.8707
H -5.3477 0.8009 -1.5614
C 4.2152 -0.9500 -2.7159
C 5.1112 -2.1722 -2.7489
O 5.3885 -2.4648 -4.1271
H 3.3164 -1.0390 -3.3250
H 4.7199 -0.0257 -3.0116
H 3.9280 -0.6919 -1.6872
H 4.6761 -3.0316 -2.2318
H 6.0211 -1.9063 -2.1988
H 6.3321 -2.3782 -4.2776
C -1.1766 4.8305 3.8487
C -0.5274 5.6854 2.7586
O -1.5841 6.2611 1.9997
H -2.0251 4.2927 3.4324
H -1.7044 5.5135 4.5252
H -0.4520 4.2751 4.4360
H 0.1051 5.0369 2.1455
H 0.0875 6.3941 3.3205
H -1.1667 6.9402 1.4571
C 1.9957 -4.2765 0.4049
C 2.3753 -5.6038 1.0199
O 3.7776 -5.7025 1.3007
H 2.1672 -4.1278 -0.6604
H 2.3609 -3.4434 1.0084
H 0.9167 -4.0865 0.5293
H 2.1234 -6.4459 0.3628
H 1.7993 -5.7881 1.9259
H 4.2326 -5.5941 0.4601
C -4.4763 4.7930 0.6131
C -4.7883 4.6997 2.0953
O -4.3138 5.8805 2.7535
H -5.0383 5.5717 0.0986
H -4.7125 3.8448 0.1136
H -3.4006 4.9457 0.5082
H -4.2181 3.8687 2.5355
H -5.8382 4.5692 2.3486
H -3.5700 6.2230 2.2396
C -0.2829 2.3909 -4.2202
C -0.9952 3.1021 -5.3803
O -0.7136 4.4786 -5.4041
H 0.6937 2.0773 -4.5985
H -0.8557 1.4855 -3.9956
H -0.1555 3.0303 -3.3544
H -2.0762 2.9108 -5.2849
H -0.7391 2.6334 -6.3305
H -1.2128 4.9558 -4.7243
C -5.1483 -1.3770 3.1778
C -5.4387 -0.2015 4.0951
O -6.7348 0.3449 3.9291
H -5.5963 -1.2260 2.1884
H -5.5568 -2.3260 3.5291
H -4.0806 -1.5042 2.9907
H -4.7495 0.5963 3.7814
H -5.1627 -0.4398 5.1190
H -6.9466 0.2722 2.9943
C 1.5335 -3.1283 4.3664
C 0.9611 -4.3338 5.1158
O 1.8754 -4.8573 6.0532
H 0.8402 -2.4037 3.9319
H 2.0323 -3.4472 3.4392
H 2.3157 -2.6676 4.9716
H 0.7828 -5.1057 4.3571
H 0.0232 -4.0747 5.5977
H 2.7290 -4.9824 5.6278
C -1.1775 5.7044 -1.9531
C -2.6082 6.0418 -2.3573
O -2.7151 5.5873 -3.7090
H -0.9220 4.7186 -2.3365
H -0.9512 5.7467 -0.8810
H -0.3851 6.3653 -2.3225
H -2.6867 7.1264 -2.2653
H -3.2873 5.5086 -1.6967
H -3.0820 6.2629 -4.2861
C 1.1149 0.8008 4.8722
O 1.4799 1.0335 3.5019
H 2.0789 0.6207 5.3418
H 0.6498 1.7039 5.2805
H 0.4063 -0.0224 4.9570
H 0.8530 0.6105 2.8959

---

197
Properties=species:S:1:pos:R:3 method="wB97M-V/def2-TZVPD" homo_ha=-0.3046 total_charge=0 orbital_gap_ev=8.27 e_above_lowest_kj_mol=640.1
C -4.4175 -4.3314 -5.6921
C -4.0718 -3.0238 -4.9986
C -5.2480 -2.6803 -4.0180
C -5.0540 -1.4972 -3.0310
C -3.6794 -1.7493 -2.3387
C -2.4415 -2.1719 -3.2429
N -2.8124 -3.2594 -4.1801
O -1.8366 -3.5114 -5.1018
C -1.7907 -0.9376 -3.9554
C -1.3585 -2.6774 -2.2105
C -4.1140 -1.8162 -5.9891
H -3.8894 -4.5201 -6.6268
H -5.4367 -4.2725 -6.0740
H -4.2626 -5.2010 -5.0534
H -6.0497 -2.2345 -4.6068
H -5.6298 -3.4930 -3.4000
H -5.9645 -1.3447 -2.4515
H -4.9269 -0.5780 -3.6029
H -3.6742 -2.4606 -1.5128
H -3.4383 -0.8402 -1.7877
H -1.1809 -0.3980 -3.2308
H -1.2343 -1.1253 -4.8737
H -2.5675 -0.2689 -4.3264
H -1.0591 -2.1001 -1.3357
H -1.7652 -3.5897 -1.7743
H -0.4105 -3.0726 -2.5754
H -3.3730 -1.9656 -6.7745
H -3.9728 -0.7654 -5.7359
H -5.0386 -1.8328 -6.5662
H -1.6357 -4.4490 -5.0565
C 0.5885 1.1800 -1.4821
C 0.5985 0.7522 0.0398
C -0.8615 0.5078 0.6121
C -0.8265 -0.0555 2.0208
C 0.0383 -1.3270 2.1455
C 1.4646 -1.1986 1.5429
N 1.4289 -0.4316 0.2779
O 2.6773 -0.4667 -0.4959
C 2.2569 -0.5102 2.7167
C 1.9800 -2.6442 1.2771
C 1.0676 1.9827 0.8458
H -0.3167 1.7374 -1.7233
H 0.7566 0.2735 -2.0636
H 1.4495 1.8281 -1.6457
H -1.3594 1.4688 0.7410
H -1.4206 -0.2155 0.0186
H -1.7714 -0.3860 2.4522
H -0.5100 0.6454 2.7933
H -0.4620 -2.1513 1.6372
H 0.0286 -1.5893 3.2034
H 2.6969 -1.2484 3.3871
H 3.0137 0.1143 2.2420
H 1.6714 0.1848 3.3185
H 1.2896 -3.0971 0.5656
H 3.0199 -2.6591 0.9506
H 1.8456 -3.2387 2.1808
H 0.7759 2.0147 1.8956
H 0.7184 2.8761 0.3281
H 2.1406 2.1566 0.7648
H 3.2098 0.1601 -0.0007
C -5.2360 2.7837 -2.5038
C -4.2891 3.1781 -3.6200
C -2.8596 2.9102 -3.1516
C -1.8364 3.2249 -4.2593
C -2.2235 2.5152 -5.6402
C -3.6780 2.6273 -6.0644
N -4.5463 2.4227 -4.8606
O -5.8755 2.2790 -5.2265
C -3.7919 3.9934 -6.7486
C -3.9254 1.5295 -7.1590
C -4.5113 4.7014 -3.8086
H -5.2636 1.7008 -2.3824
H -6.2870 2.9706 -2.7243
H -4.9048 3.0681 -1.5051
H -2.6304 3.3047 -2.1616
H -2.7597 1.8300 -3.0456
H -0.8261 2.9157 -3.9912
H -1.8497 4.2932 -4.4753
H -2.0612 1.4408 -5.5535
H -1.5152 2.7778 -6.4260
H -3.4729 3.9712 -7.7907
H -4.8004 4.3701 -6.5779
H -3.2012 4.7697 -6.2623
H -3.7191 1.8962 -8.1645
H -3.2245 0.6948 -7.1490
H -4.8918 1.0255 -7.1659
H -3.5878 5.2682 -3.9272
H -4.7980 5.2376 -2.9039
H -5.2965 4.9663 -4.5167
H -6.1730 1.4766 -4.7915
C 2.1964 -1.7331 -4.1133
C 3.4771 -2.4681 -3.5938
C 4.9047 -1.7894 -3.6725
O 5.1418 -1.3410 -4.9759
C 6.2210 -0.5045 -5.2346
N 3.2382 -3.0363 -2.2884
H 2.4057 -1.0802 -4.9607
H 1.6756 -1.1088 -3.3873
H 1.4445 -2.4527 -4.4370
H 3.4577 -3.3801 -4.1904
H 5.6884 -2.3710 -3.1871
H 4.7910 -0.9573 -2.9777
H 6.2722 -0.2482 -6.2927
H 7.1666 -0.8418 -4.8099
H 6.0817 0.4897 -4.8101
H 2.9351 -2.3154 -1.6492
H 4.2112 -3.0785 -2.0207
C 5.3948 1.5295 3.4980
C 5.9384 0.4306 2.5662
C 6.0529 0.9939 1.1850
O 4.8348 1.5030 0.6608
C 4.8944 1.7534 -0.7450
N 7.2210 0.2178 3.2460
H 5.0905 1.0403 4.4232
H 4.5290 2.0177 3.0506
H 6.1006 2.3444 3.6589
H 5.2586 -0.4214 2.5606
H 6.2446 0.1048 0.5843
H 6.8192 1.7566 1.0462
H 3.9566 1.9658 -1.2585
H 5.2839 0.9161 -1.3241
H 5.5529 2.5161 -1.1606
H 7.8310 -0.3953 2.7244
H 7.1204 -0.2173 4.1519
C 0.7570 -2.6534 7.9175
C 1.8533 -2.1004 6.9812
C 2.2871 -3.2274 5.9603
O 3.3121 -2.6647 5.1741
C 3.9754 -3.6755 4.4692
N 1.2558 -0.9856 6.2906
H -0.2153 -2.8557 7.4683
H 0.5920 -1.9597 8.7419
H 1.0724 -3.5478 8.4549
H 2.6293 -1.8323 7.6983
H 1.5754 -3.5814 5.2145
H 2.6305 -4.1059 6.5066
H 3.2746 -4.1565 3.7869
H 4.4113 -4.3520 5.2044
H 4.8386 -3.4287 3.8510
H 1.8427 -0.6862 5.5251
H 1.2703 -0.3049 7.0365
C 6.2479 -3.0502 -0.0045
O 5.6288 -3.5530 -0.9276
N 7.3297 -2.2699 -0.1653
N 5.9530 -3.2476 1.2589
H 7.7665 -2.2335 -1.0752
H 8.0305 -2.0958 0.5409
H 6.4746 -2.6064 1.8394
H 5.1496 -3.8097 1.5012
C 2.2666 3.4127 5.1026
O 3.2960 4.0870 4.8952
N 2.1459 2.4158 5.9187
N 1.1376 3.5569 4.4468
H 3.0005 2.1775 6.4013
H 1.2582 1.9610 6.0774
H 0.4727 2.8032 4.3473
H 1.2079 4.2355 3.7021
C -1.7437 0.8858 5.3221
O -1.0208 1.9170 5.2764
N -2.9951 0.7419 4.9708
N -1.4450 -0.2731 5.7925
H -3.3371 -0.2082 4.9911
H -3.4095 1.3421 4.2722
H -2.2244 -0.7937 6.1687
H -0.5253 -0.5201 6.1291
C -3.4433 -3.0199 6.1827
O -3.8030 -1.8826 6.1676
N -2.3008 -3.5304 5.6832
N -3.8594 -3.9709 6.9637
H -2.0371 -4.4844 5.8843
H -1.8052 -3.0309 4.9586
H -3.3613 -4.8425 7.0752
H -4.5639 -3.7399 7.6495
C -3.2986 3.1960 2.3543
O -4.0819 2.7920 3.1835
N -2.0728 3.3461 2.6721
N -3.5928 3.3555 1.1445
H -1.8796 3.1317 3.6400
H -1.3566 3.7613 2.0935
H -2.9006 3.9289 0.6839
H -4.4911 3.0830 0.7717
C 3.9549 5.0454 0.0874
O 5.0186 5.0486 -0.5012
N 3.6675 4.2673 1.0985
N 2.8199 5.7342 -0.1749
H 4.4292 3.6294 1.2802
H 2.7805 4.1242 1.5599
H 2.0865 5.5681 0.4994
H 2.8281 6.4713 -0.8654
C -5.9183 -0.5423 1.7083
O -6.1036 -1.4184 2.4892
N -4.8562 0.2102 1.5699
N -6.8019 -0.2800 0.7806
H -4.9083 0.9934 0.9343
H -4.1381 0.0760 2.2674
H -6.6279 0.5496 0.2314
H -7.6625 -0.8061 0.7301